1.
DFT (the ωB97M-V functional and the def2-TZVPD basis) results for the molecule C3H5NS2 in a non-equilibrium geometry.

```
11
Properties=species:S:1:pos:R:3:forces:R:3:mulliken_charge:R:1
C 0.444640 -0.283631 -0.581904 -1.90 -0.85 0.33 0.426
C -0.144574 -1.123069 0.527271 0.93 -0.01 0.14 -0.121
C -0.768296 -0.679087 1.614670 0.76 0.72 -0.72 -0.748
H 1.451530 2.144306 -1.752535 -0.65 -0.03 -0.27 0.153
H -0.787996 1.124811 0.042933 0.89 0.20 -2.41 0.228
H 0.176790 -2.160085 0.425550 -0.32 0.18 0.11 0.300
H -0.961391 -1.331724 2.441903 -0.41 -0.11 0.21 0.271
H -0.911031 0.402480 1.727399 -0.24 -0.47 0.35 0.185
N -0.228598 0.851500 -0.834027 -1.16 1.12 2.17 -0.244
S 0.136559 1.943245 -2.103475 0.50 -0.19 0.93 -0.112
S 1.592368 -0.888748 -1.507784 1.60 -0.56 -0.86 -0.337
```
Positions in Å, forces in eV/Å.

Summary:
Charge   0
Energy   -968.3845 hartree
Strongest force on any atom   2.7 eV/A
Orbital gap   8.58 eV
HOMO   -8.526 eV
M   119.2 g mol⁻¹
LUMO level   0.06 eV
SMILES   C=CC(=S)NS
Energy relative to the best compared isomer or geometry (same formula, charge and spin)   159.13 kJ/mol

---

2.
DFT (the ωB97M-V functional and the def2-TZVPD basis) results for the ion C5H11N2O with charge +1 in a non-equilibrium geometry.

```
19
Properties=species:S:1:pos:R:3:forces:R:3:mulliken_charge:R:1
C -0.967799 -0.037723 -1.215187 2.99 0.23 3.51 0.277
C 0.175450 1.825538 -0.323970 -0.49 2.55 0.33 -0.670
C 0.015246 -0.498472 0.118490 -1.69 -1.73 -0.82 1.048
C 0.966141 -1.600532 -0.247132 -0.54 -3.80 -0.31 -1.641
C -0.858120 -0.725395 1.370105 -1.19 -4.21 -1.49 -1.757
N -0.798509 1.332499 -1.198683 -1.80 -1.37 -2.53 -0.133
N 0.762397 0.718488 0.453447 3.21 -0.13 -1.25 -0.133
O -1.541021 -0.857902 -1.821380 -0.98 0.00 -1.15 -0.448
H 0.847681 2.417429 -0.905446 1.40 -0.09 -0.07 0.402
H -0.302574 2.575314 0.295453 0.12 -0.14 0.95 0.335
H 1.550919 -2.174141 0.554373 -1.20 1.21 -0.35 0.375
H 1.750145 -1.319758 -0.920464 0.25 0.53 -0.81 0.477
H 0.381183 -2.486134 -0.782769 1.02 2.03 0.99 0.341
H -0.378637 -1.334967 2.160623 0.30 1.12 -0.11 0.376
H -1.816501 -1.373975 1.233512 1.63 1.19 -0.51 0.325
H -1.196621 0.225366 1.539681 -1.13 2.24 1.71 0.667
H -1.098316 1.954971 -1.984080 0.24 -1.01 1.01 0.305
H 1.819008 0.554477 0.217000 -2.31 0.63 0.46 0.438
H 0.689930 0.804919 1.456428 0.17 0.74 0.43 0.418
```
Positions in Å, forces in eV/Å.

Summary:
Charge   +1
Energy   -381.5753 hartree
Strongest force on any atom   4.6 eV/A
Orbital gap   10.71 eV
HOMO   -14.239 eV
M   115.2 g mol⁻¹
LUMO level   -3.53 eV
SMILES   CC1(C)[NH2+]CNC1=O
Energy relative to the best compared isomer or geometry (same formula, charge and spin)   232.77 kJ/mol

---

3.
DFT (the ωB97M-V functional and the def2-TZVPD basis) results for a structure of composition C4H10N2O in a non-equilibrium geometry.

```
17
Properties=species:S:1:pos:R:3:forces:R:3:mulliken_charge:R:1
C 2.550292 -0.438273 0.102264 1.44 -1.65 -1.12 -0.746
C 1.051155 -0.748645 -0.474802 -0.12 0.28 4.54 -0.358
C 0.159280 0.643098 -0.274186 2.69 -1.30 -2.18 0.392
C -2.774443 -0.300355 0.469171 -0.69 2.08 0.26 -0.558
H 2.509591 0.639348 0.944614 0.67 -3.93 -2.85 0.180
H 3.338873 -0.391734 -0.988795 -2.31 0.67 3.73 0.186
H 3.016668 -1.590019 0.598893 -1.48 4.03 -1.02 0.246
H 0.611199 -1.664578 0.255053 0.79 2.71 -2.07 0.205
H 1.048799 -1.133068 -1.491973 -0.17 0.43 0.01 0.384
H 1.456143 2.095094 0.400632 -0.59 -1.03 -0.57 0.243
H -1.413750 1.549822 -0.248864 -0.09 -2.01 -3.07 0.320
H -3.563885 -1.125366 0.638008 1.22 1.11 -1.54 0.258
H -3.344872 0.801602 0.240633 1.38 -2.97 1.48 0.252
H -2.200485 -0.440191 1.446320 -0.44 1.15 -1.07 0.210
N 0.533701 1.817216 0.029108 0.37 0.05 1.12 -0.673
N -1.087955 0.698039 -0.972750 -1.29 2.55 4.35 -0.290
O -1.890317 -0.411998 -0.673332 -1.38 -2.17 0.02 -0.250
```
Positions in Å, forces in eV/Å.

Summary:
Charge   0
Energy   -342.8966 hartree
Strongest force on any atom   5.2 eV/A
Orbital gap   10.11 eV
HOMO   -9.300 eV
M   102.1 g mol⁻¹
LUMO level   0.81 eV
Energy relative to the best compared isomer or geometry (same formula, charge and spin)   800.42 kJ/mol